[1]
Density functional theory data (wB97M-V/def2-TZVPD) for C41H44As2BrIIrN6O9 as an isolated structure.

Geometry (Å):
C -2.465 -4.324 1.705
H 2.184 2.665 2.451
C 5.464 -0.136 1.638
C 4.624 -2.736 2.109
H -7.917 -1.328 0.560
O -4.633 1.776 -0.066
H -6.042 3.178 -0.413
C -3.387 1.372 -0.237
As -3.751 -1.918 2.509
H 2.281 -2.351 -5.597
O -2.592 1.972 -0.923
H -7.667 -0.889 -1.152
C 2.769 2.242 1.647
H 1.852 -0.756 3.872
H 0.420 -5.201 -1.392
C -1.076 0.117 2.705
C 4.018 0.941 -0.660
H 5.020 0.602 -0.884
C -7.431 -0.636 -0.124
H -7.736 0.380 0.113
H 0.031 -6.279 -0.021
C 0.394 -5.298 -0.309
H 4.529 4.092 -3.891
Ir 0.722 1.140 -0.450
H 0.710 -0.797 -6.691
O 0.778 -2.675 -0.223
H 2.190 4.957 -3.478
C 2.571 4.089 -2.961
C 0.886 -0.745 -5.624
H -5.079 2.737 -1.853
As -1.101 -0.251 0.797
C 1.755 -1.605 -5.018
C -2.302 -2.824 1.553
C -1.302 -2.236 0.880
H -5.186 -3.977 2.618
H 2.899 3.016 0.895
C 1.767 3.419 -2.080
C 6.268 -0.993 2.373
O -3.227 -4.921 1.005
N 1.506 -0.500 -1.457
C 3.874 3.610 -3.178
H 7.219 -0.655 2.762
N -0.843 3.754 -0.071
C 2.178 0.952 1.033
H -1.474 -3.291 3.990
O -1.843 -4.920 2.726
H 0.331 2.556 2.587
N 2.152 2.337 -1.374
C -0.659 1.183 -5.458
H 2.879 -2.222 0.975
H -1.878 -0.415 3.205
C 3.826 -1.880 1.368
C 5.838 -2.289 2.612
C 4.306 2.541 -2.451
C 0.425 0.321 -3.475
H -1.777 5.589 0.410
C 4.241 -0.575 1.142
H 1.085 -1.328 -1.017
C -5.466 -0.244 1.086
C -3.029 0.171 0.554
H -4.371 3.775 -0.587
I -0.914 5.481 3.757
H -1.189 3.572 -0.996
N 3.418 0.328 0.386
H -1.240 1.181 2.853
C -5.274 -3.052 2.054
C -1.226 2.133 -4.666
H -5.324 -3.270 0.993
C 1.974 -1.522 -3.630
H -0.122 -0.183 3.119
Br 6.916 -3.460 3.617
H 5.787 0.882 1.458
H -6.158 -2.516 2.397
O -0.572 -4.369 0.229
C -0.266 -3.095 0.244
C -3.988 -0.524 1.172
N -0.175 2.775 0.570
O -6.064 0.246 2.004
H 5.314 2.164 -2.557
O 1.721 0.056 2.023
C -1.197 4.748 0.754
C 2.227 0.131 3.365
H -0.057 -3.900 3.085
O -5.996 -0.766 -0.011
C -0.944 2.134 -3.290
C -0.726 4.421 2.006
H -1.884 2.890 -5.069
H 2.494 -0.608 -1.248
C -0.980 -4.180 3.596
C 3.459 1.920 -1.497
H -0.749 -4.853 4.415
H -1.402 2.903 -2.695
N -0.169 1.267 -2.676
H -0.849 1.147 -6.523
H 0.756 3.751 -1.918
H 3.751 2.023 2.069
C -5.050 2.948 -0.786
H 1.855 1.017 3.882
H 2.663 -2.207 -3.149
H 1.377 -5.102 0.110
H 4.311 -3.754 2.293
C -0.107 3.184 1.837
C 0.211 0.242 -4.869
H 3.313 0.115 3.409
C 1.316 -0.587 -2.883

Total charge   +2
Multiplicity   2
HOMO (spin up / spin down)   -11.6 / -13.1 eV

[2]
Density functional theory data (wB97M-V/def2-TZVPD) for C41H44BaF3N7O2S2Sb as an isolated structure at a distorted geometry.

Geometry (Å):
H 5.207 1.305 3.754
S -3.111 0.500 -2.110
C -0.302 -5.945 2.749
H 2.925 3.935 2.776
H -5.364 2.195 -2.698
N 1.147 -2.889 1.072
H -5.526 0.981 -0.570
C 2.085 0.001 3.115
C 1.271 2.643 -0.975
O -1.888 0.009 -2.728
H -4.452 6.811 -3.276
H 0.069 -5.762 -2.704
C 0.021 -3.022 -4.303
C -2.076 2.974 -2.692
C -3.404 4.930 -3.196
H 0.809 5.952 -0.549
H 2.306 -5.827 3.261
H -3.104 1.026 3.671
H 3.522 -0.528 4.636
C -3.680 1.051 2.751
Sb -0.542 -3.154 -2.219
C 3.714 0.102 -3.182
H -1.019 5.024 0.884
H 2.308 4.337 -1.760
O -4.359 -0.107 -2.510
C -2.166 4.319 -3.003
C -4.551 4.155 -3.075
N 2.155 1.771 -1.675
H -6.765 1.553 1.506
H -1.114 2.498 -2.556
H 1.842 -1.479 6.174
H -1.259 4.906 -3.098
F 0.344 -6.926 3.439
C 1.985 -4.995 2.650
H -3.373 6.524 -4.639
H 2.764 0.667 1.216
C -4.473 2.803 -2.768
C 2.473 -0.524 4.351
H -0.035 -5.477 -0.946
H -2.703 6.964 -3.072
C 0.205 -1.102 4.825
H -5.538 1.572 3.692
N 3.612 1.977 2.585
H 5.101 -2.896 -3.926
H 3.602 -3.608 -2.085
C 1.536 -1.070 5.217
H -0.544 -1.538 5.480
C 0.665 4.883 -0.456
C -0.156 -0.618 3.571
C 1.495 4.003 -1.131
C 0.752 -0.053 2.654
C -5.023 1.044 0.383
C -0.491 2.997 0.433
H 1.095 -2.840 -4.384
H 5.162 -0.526 -4.622
C -3.489 6.388 -3.562
H -0.509 -2.181 -4.751
F -0.928 -6.574 1.739
Ba -0.468 -0.564 0.093
C 0.661 -4.889 2.283
H 1.814 2.723 3.466
S -1.427 -3.518 1.079
C 4.475 -2.170 -3.423
H -0.230 -3.938 -4.839
C 2.414 -3.004 1.458
H 4.832 3.030 3.902
H -3.166 -3.017 -2.857
H 3.934 -4.063 2.541
H -2.520 -4.596 -3.380
C 0.224 -3.786 1.496
F -1.245 -5.480 3.581
C 4.510 -0.833 -3.815
C 2.870 -0.307 -2.151
C 2.895 -4.028 2.246
N -2.997 0.775 1.644
C 4.394 2.033 3.803
H -1.206 -0.723 3.289
C -0.347 4.374 0.341
C 2.519 2.928 2.647
H -1.260 2.548 1.054
N -2.809 0.477 -0.575
C -5.703 1.341 1.545
C 3.158 0.619 2.236
C -3.646 0.770 0.465
H 3.806 1.830 4.711
H -2.901 -4.303 -1.660
N 1.990 0.565 -1.447
H 1.955 2.893 1.717
C 3.636 -2.571 -2.395
C -5.030 1.352 2.763
C 0.337 -5.085 -1.892
H 3.726 1.142 -3.478
H 3.084 -2.217 1.122
H 1.423 -5.001 -1.837
C -2.528 -3.855 -2.580
H 2.161 -1.943 -0.962
C 2.827 -1.639 -1.762
H -5.522 4.613 -3.226
N 0.302 2.149 -0.214
H 4.059 -0.008 2.220
C -3.234 2.216 -2.570

Total charge   -1
HOMO   -4.1 eV

Computed values of calculated total energy (unit: hartree) for the preceding records, in sequence: -10041.55294 -3484.35190.
Computed values of relative energy (zero: lowest compared OMol25 entry of this formula, charge and spin) (unit: kJ/mol) for the preceding records, in sequence: 0.0 122.5.